Molecular formula: C46H106F12N7O2P2
Method: DFT, the ωB97M-V functional and the def2-TZVPD basis

Last column: Mulliken charge in e.
Cartesian coordinates (Å):
C  -15.462  -17.599  12.283  -1.511
C  -14.852  -16.319  11.837  0.443
O  -15.428  -15.284  11.728  -0.226
N  -13.374  -16.385  11.541  0.123
H  -12.963  -17.232  11.960  0.502
H  -13.304  -16.560  10.535  0.323
C  -12.510  -15.271  12.097  -0.088
H  -15.215  -18.367  11.541  0.502
H  -16.537  -17.527  12.405  0.366
H  -15.020  -17.928  13.231  0.342
H  -12.472  -14.472  11.364  -0.177
H  -11.521  -15.719  12.161  0.560
H  -12.876  -14.952  13.068  -0.238
C  -20.186  -13.299  10.350  -0.957
C  -18.903  -13.623  9.666  0.628
O  -18.581  -14.673  9.260  -0.361
N  -17.982  -12.421  9.416  0.051
H  -17.658  -12.525  8.451  0.375
H  -18.482  -11.539  9.526  0.381
C  -16.754  -12.540  10.313  -0.799
H  -20.840  -14.165  10.302  0.385
H  -20.718  -12.400  10.026  0.431
H  -19.978  -13.029  11.392  0.090
H  -16.437  -13.579  10.282  0.357
H  -17.083  -12.274  11.312  0.181
H  -15.955  -11.908  9.938  0.236
C  -9.204  -8.085  13.258  -1.668
C  -9.676  -8.545  11.872  0.793
C  -8.871  -9.756  11.375  -0.986
N  -9.003  -10.107  9.898  0.439
C  -10.442  -10.427  9.572  -1.772
C  -8.167  -11.330  9.566  -0.449
C  -6.772  -10.731  9.313  -0.705
C  -7.060  -9.495  8.504  -0.737
C  -8.476  -9.046  8.949  -0.262
H  -9.938  -7.359  13.618  0.382
H  -8.265  -7.534  13.215  0.513
H  -9.153  -8.810  14.068  0.252
H  -9.571  -7.659  11.242  0.431
H  -10.746  -8.744  11.942  -0.467
H  -9.240  -10.663  11.857  0.447
H  -7.810  -9.651  11.586  0.325
H  -11.044  -9.612  9.957  -0.021
H  -10.560  -11.363  10.122  0.523
H  -10.541  -10.647  8.515  0.969
H  -8.519  -11.648  8.583  0.277
H  -8.262  -12.109  10.316  0.355
H  -6.198  -11.480  8.769  0.499
H  -6.294  -10.531  10.271  0.323
H  -6.965  -9.654  7.430  0.321
H  -6.406  -8.639  8.669  0.399
H  -9.176  -8.825  8.148  0.344
H  -8.349  -8.144  9.545  0.195
C  -9.304  -10.008  17.051  -1.242
C  -9.712  -11.441  16.648  -0.076
C  -10.324  -12.304  17.748  -0.880
N  -11.665  -11.889  18.309  0.330
C  -12.695  -11.887  17.192  -1.769
C  -11.671  -10.585  19.078  -0.436
C  -12.898  -10.545  19.982  -0.715
C  -13.277  -12.052  20.112  -0.549
C  -12.189  -12.839  19.377  -0.371
H  -8.627  -10.062  17.906  0.376
H  -10.126  -9.361  17.358  0.127
H  -8.744  -9.487  16.279  0.425
H  -8.742  -11.893  16.421  0.510
H  -10.209  -11.552  15.682  -0.022
H  -9.632  -12.273  18.590  0.589
H  -10.501  -13.340  17.460  0.498
H  -12.570  -11.057  16.500  0.279
H  -13.660  -11.855  17.685  0.407
H  -12.496  -12.790  16.616  0.438
H  -11.631  -9.767  18.363  0.199
H  -10.762  -10.579  19.678  0.511
H  -13.712  -9.979  19.535  0.303
H  -12.610  -10.152  20.951  0.366
H  -14.282  -12.281  19.763  0.142
H  -13.246  -12.287  21.174  0.456
H  -12.612  -13.755  18.971  0.205
H  -11.335  -13.027  20.025  0.563
C  -13.966  -7.857  9.615  -1.258
C  -14.785  -7.553  10.851  0.247
C  -14.000  -6.756  11.894  -0.905
N  -14.776  -6.183  13.055  0.279
C  -15.832  -5.219  12.582  -0.959
C  -15.457  -7.287  13.850  0.079
C  -15.671  -6.662  15.223  -0.848
C  -14.458  -5.762  15.424  -0.586
C  -13.848  -5.491  14.048  -0.466
H  -13.068  -8.421  9.884  -0.049
H  -13.643  -6.962  9.084  0.525
H  -14.482  -8.511  8.911  0.383
H  -15.108  -8.486  11.323  -0.152
H  -15.708  -7.015  10.621  0.485
H  -13.483  -5.937  11.393  0.538
H  -13.299  -7.421  12.400  0.363
H  -16.544  -5.686  11.903  0.338
H  -15.402  -4.355  12.083  0.383
H  -16.446  -4.934  13.432  0.406
H  -16.311  -7.805  13.424  0.345
H  -14.643  -8.018  13.906  -0.191
H  -16.594  -6.085  15.162  0.409
H  -15.779  -7.394  16.019  0.442
H  -14.786  -4.821  15.860  0.337
H  -13.683  -6.179  16.066  0.329
H  -13.894  -4.415  13.887  0.339
H  -12.811  -5.774  13.887  0.292
C  -13.933  -15.177  2.231  -1.273
C  -13.216  -14.394  3.344  -0.286
C  -13.502  -14.971  4.729  -0.780
N  -12.824  -14.158  5.854  0.219
C  -11.362  -14.467  5.915  -0.972
C  -13.503  -14.618  7.172  -0.926
C  -13.147  -13.529  8.169  0.101
C  -13.059  -12.233  7.340  0.485
C  -13.032  -12.665  5.865  -0.847
H  -13.268  -16.026  2.053  0.366
H  -13.910  -14.653  1.280  0.363
H  -14.924  -15.535  2.497  0.342
H  -13.451  -13.327  3.325  0.407
H  -12.145  -14.506  3.165  0.315
H  -13.067  -15.952  4.921  0.335
H  -14.566  -15.047  4.949  0.437
H  -10.889  -14.132  4.992  0.342
H  -11.192  -15.537  6.003  0.409
H  -10.924  -13.875  6.715  0.374
H  -13.012  -15.568  7.360  0.492
H  -14.561  -14.591  6.929  0.366
H  -12.156  -13.746  8.572  0.173
H  -13.844  -13.516  9.006  0.132
H  -12.146  -11.702  7.587  -0.579
H  -13.944  -11.632  7.539  0.361
H  -12.384  -12.102  5.202  0.418
H  -14.043  -12.586  5.458  0.398
C  -21.265  -12.345  15.002  -1.173
C  -19.899  -12.127  15.669  -0.059
C  -18.960  -13.231  15.216  -0.801
N  -17.498  -13.078  15.576  0.857
C  -16.939  -11.737  15.227  -1.154
C  -16.711  -14.136  14.815  -0.348
C  -15.538  -14.546  15.707  0.379
C  -15.777  -14.004  17.098  0.020
C  -17.207  -13.504  17.032  -0.818
H  -21.113  -12.509  13.931  0.155
H  -21.907  -11.471  15.083  0.393
H  -21.784  -13.212  15.407  0.368
H  -20.081  -12.155  16.743  0.317
H  -19.507  -11.164  15.340  0.238
H  -19.007  -13.353  14.131  0.241
H  -19.255  -14.208  15.601  0.429
H  -17.213  -11.522  14.194  0.376
H  -15.856  -11.784  15.297  0.007
H  -17.354  -10.920  15.813  0.447
H  -16.296  -13.704  13.905  -0.156
H  -17.340  -15.003  14.634  0.385
H  -14.578  -14.265  15.279  -0.521
H  -15.497  -15.635  15.708  0.458
H  -15.101  -13.208  17.401  -0.653
H  -15.689  -14.798  17.837  0.741
H  -17.505  -12.706  17.710  0.535
H  -17.939  -14.303  17.150  0.274
P  -12.173  -16.264  15.801  1.469
F  -12.284  -14.741  15.242  -0.473
F  -11.369  -16.686  14.440  -0.405
F  -10.787  -15.989  16.550  -0.357
F  -12.195  -17.776  16.383  -0.363
F  -12.953  -15.746  17.131  -0.368
F  -13.527  -16.680  14.969  -0.369
P  -13.309  -11.250  13.075  2.577
F  -13.413  -12.469  14.141  -0.851
F  -11.710  -11.379  13.016  -0.384
F  -13.419  -12.364  11.896  -0.603
F  -13.269  -10.045  11.970  -0.420
F  -14.948  -11.024  13.022  -0.417
F  -13.132  -10.141  14.222  -0.551

Atomic forces in eV per Å
0.58 -0.48 -0.19
-1.28 -0.12 1.08
0.72 0.28 -0.44
0.25 -0.86 0.61
-0.48 -0.08 0.16
0.33 0.43 -0.01
0.42 0.13 -1.08
-0.13 -0.14 0.11
0.00 0.20 -0.15
0.15 0.11 -0.02
-0.29 0.19 0.22
0.01 0.15 0.39
-0.01 -0.10 -0.02
-0.02 0.55 0.72
-2.01 0.30 -0.03
1.05 -0.28 -0.26
1.01 -0.57 -0.07
-0.28 0.21 -0.04
0.09 0.07 -0.03
-0.47 0.00 -0.11
0.02 0.00 0.07
0.19 -0.14 -0.64
0.10 -0.39 0.13
-0.06 -0.01 0.06
0.35 0.09 0.08
-0.13 0.24 0.18
-0.31 0.72 0.28
0.28 -0.01 0.32
-0.59 -0.08 -0.19
-0.63 -0.10 -1.08
1.22 -0.52 1.15
0.71 1.10 -0.69
-0.20 -1.13 0.64
-0.38 0.98 -0.46
0.96 0.64 0.62
0.05 0.07 -0.05
0.13 -0.23 -0.06
0.08 -0.49 -0.37
0.12 -0.19 -0.31
0.03 -0.39 -0.17
0.11 0.08 0.33
0.04 0.11 -0.06
-0.37 -0.20 -0.25
-0.88 0.17 0.10
0.05 0.43 -0.08
-0.25 -0.32 0.18
-0.02 0.08 0.10
0.30 0.18 0.12
0.25 0.04 -0.15
-0.40 -0.30 0.03
0.33 -0.33 0.29
-0.10 -0.30 0.03
-0.29 0.06 -0.10
-0.32 -0.10 0.30
0.63 0.09 -0.32
0.11 0.16 0.53
-1.24 0.41 -0.37
0.95 0.00 0.29
0.33 0.52 -0.35
0.07 -1.15 -0.60
0.41 0.46 0.72
-0.15 0.21 0.26
-0.02 -0.03 0.06
0.07 0.00 -0.27
-0.06 -0.17 -0.21
-0.10 -0.46 0.24
-0.51 0.40 0.17
-0.09 -0.23 0.14
0.36 -0.04 -0.24
0.15 0.24 0.31
-0.11 -0.04 -0.31
-0.49 -0.20 0.13
-0.01 -0.08 0.14
0.08 0.00 -0.11
0.03 0.20 0.18
-0.23 0.29 -0.05
0.02 0.04 -0.11
-0.14 -0.38 -0.09
0.55 -0.11 -0.36
-0.06 -0.26 0.02
0.56 -0.22 -0.07
-0.83 -0.02 0.86
0.29 -0.26 -0.01
-1.23 0.16 -1.19
-0.53 0.00 0.07
1.84 -0.57 0.99
-0.29 -0.13 -0.55
0.35 0.29 0.33
-0.75 0.74 -0.03
0.04 0.14 0.17
-0.12 0.04 -0.01
-0.30 0.21 0.02
0.08 -0.06 -0.08
0.16 0.03 -0.37
0.09 0.13 0.26
0.33 0.07 -0.34
0.36 -0.29 -0.06
0.20 0.00 0.18
0.33 0.36 0.11
-0.11 0.66 -0.56
-0.24 -0.28 0.20
0.01 0.07 0.42
-0.06 -0.10 -0.13
0.20 -0.03 0.17
-0.26 -0.16 0.15
0.01 -0.10 -0.51
-0.14 -0.51 0.05
1.19 -0.44 0.18
0.05 -0.24 0.17
0.70 0.54 -0.01
-0.18 -0.40 0.74
0.07 0.43 -0.54
1.23 1.11 -1.05
0.66 -0.43 -0.09
0.02 -0.41 0.02
-1.70 -0.39 -0.19
-0.50 -0.36 -0.06
-0.35 0.28 0.15
-0.11 0.17 -0.11
-0.15 -0.04 0.01
0.03 0.29 -0.09
-0.16 -0.20 -0.55
-0.04 0.32 0.00
-0.14 -0.02 -0.06
-0.05 0.03 0.27
0.05 -0.30 0.18
-0.81 -0.35 0.25
-0.07 -0.65 0.25
-0.11 -0.02 0.22
-0.01 0.22 -0.05
-0.22 0.29 0.14
0.26 0.39 -0.16
0.34 -0.32 0.06
0.06 0.35 -0.08
0.24 0.02 -0.39
-0.43 -0.29 -0.27
0.00 -0.10 0.14
0.42 -0.50 0.13
-0.20 -0.07 -0.27
0.84 0.26 0.25
0.55 -0.79 -0.64
-0.51 0.23 0.27
-1.18 0.22 -0.13
-0.13 -0.08 -0.07
0.00 -0.03 0.24
-0.03 0.02 0.02
0.45 0.25 0.10
-0.03 0.08 0.30
0.18 0.32 -0.09
-0.06 0.08 0.16
0.15 -0.15 -0.08
0.00 0.06 0.08
0.02 -0.33 0.44
-0.56 0.01 -0.25
-0.32 0.27 -0.16
-0.08 0.29 0.13
0.01 0.05 0.23
0.05 -0.03 -0.21
-0.04 0.10 0.10
0.17 0.11 -0.07
0.27 -0.18 0.35
0.94 -2.19 1.28
0.08 0.27 -0.36
0.12 0.08 0.10
0.04 0.53 -0.45
0.22 0.78 -0.53
-0.74 0.01 -0.48
-0.85 0.78 -0.08
0.12 0.18 -0.49
-0.42 0.94 -0.08
0.27 -0.16 -0.15
-0.36 0.20 -0.47
0.48 -0.13 -0.40
0.36 -0.65 0.63
-0.62 -0.13 0.52

Results
Multiplicity: 1
Charge: +5
LUMO, hartree: -0.390
HOMO, hartree: -0.737